Record 1
{
  "formula": "C7H7N5",
  "method": "ωB97M-V with the def2-TZVPD basis set",
  "orbital_gap_ev": [7.6, 7.6],
  "energy_ha": -544.61124,
  "lumo_ha": [-0.05338, -0.05336],
  "smiles": "[H]/N=C/C(N)=C(C#N)C#N.C=C=N",
  "relative_energy_kcal_mol": 55.4,
  "species": ["H", "H", "C", "N", "H", "N", "H", "C", "N", "C", "H", "C", "C", "N", "H", "C", "C", "H", "N"],
  "positions_angstrom": [[2.420040, 1.642957, 0.701134], [3.512151, -0.924027, -1.193414], [-0.434917, 0.866965, -0.702850], [-3.102743, -1.477916, 1.203425], [0.037108, -2.050686, 0.376730], [3.023596, -0.256579, -0.605496], [0.827385, 2.328993, 1.009092], [1.839625, -0.006965, -1.079474], [1.388526, 1.506170, 0.683597], [-1.404048, 1.472256, 0.135569], [1.371678, -0.679502, -1.798720], [-0.594373, -1.680155, 1.159170], [-1.858046, -1.444596, 1.115465], [-1.333863, -0.395151, -2.730631], [0.016471, -1.159758, 1.939749], [-0.952301, 0.203286, -1.828656], [0.939621, 0.906609, -0.413376], [-3.554498, -0.639861, 1.064072], [-2.141415, 1.787959, 0.964616]],
  "forces_ev_per_angstrom": [[-1.14, -0.32, 0.21], [-0.13, -0.37, 0.12], [1.63, 0.78, -0.20], [3.65, -1.94, 0.76], [-0.34, -0.26, -0.59], [-1.70, 1.58, -0.86], [0.84, -1.25, -0.19], [2.02, -2.24, 0.28], [0.87, 2.44, 0.70], [0.10, -0.15, 0.92], [0.13, 0.45, -0.51], [2.51, 1.13, 0.98], [-3.62, -0.80, 0.21], [-0.21, -0.12, -0.36], [-0.86, -0.76, -0.31], [0.26, -0.52, -0.35], [-2.68, -0.36, 0.43], [-1.38, 2.40, -0.91], [0.06, 0.31, -0.35]],
  "lowdin_charge": [0.13, 0.06, -0.22, 0.17, 0.05, 0.13, 0.14, -0.15, 0.16, -0.21, 0.12, -0.02, -0.27, 0.18, 0.09, -0.24, -0.30, 0.01, 0.19]
}

***

Record 2
{
  "formula": "C7H7NO",
  "method": "ωB97M-V with the def2-TZVPD basis set",
  "orbital_gap_ev": 5.6,
  "energy_ha": -400.06998,
  "lumo_ha": -0.09172,
  "relative_energy_kcal_mol": 527.6,
  "species": ["C", "C", "H", "C", "C", "H", "N", "H", "H", "C", "H", "C", "H", "O", "C", "H"],
  "positions_angstrom": [[1.309183, 0.015094, 0.029689], [-1.469576, -1.140056, 0.733146], [-0.640701, 2.821129, -0.417255], [0.044143, 0.207856, -1.294756], [0.505918, -0.343495, 1.482790], [1.301390, -1.267598, 1.589176], [-1.547868, -0.687356, -0.910000], [-1.615859, -1.452812, -1.803489], [-2.262923, -0.568557, 1.239237], [-0.254063, 0.866558, -0.135590], [0.642397, -0.692856, -1.696365], [-0.234911, -0.618087, 0.344641], [-1.169853, 2.366495, 1.340084], [2.535243, -0.121144, -0.282304], [-0.873798, 2.002680, 0.290863], [0.137302, -1.368456, -0.327649]],
  "forces_ev_per_angstrom": [[14.05, 1.36, 3.18], [-3.11, 0.02, -3.94], [-0.61, -0.52, 0.32], [-1.60, -2.04, -1.77], [8.16, -0.07, 1.86], [-1.87, 1.71, 0.41], [-3.61, -2.97, -4.42], [0.21, 1.69, 3.07], [0.66, 0.16, -0.23], [-1.44, 5.21, -1.28], [-0.71, 2.76, -0.28], [-5.98, -5.57, 3.95], [0.57, -1.39, -1.77], [-6.81, 0.46, 0.48], [1.28, 0.49, 0.65], [0.80, -1.32, -0.22]],
  "lowdin_charge": [-0.27, 0.06, 0.09, 0.13, 0.09, 0.14, 0.07, 0.16, 0.08, -0.37, 0.20, -0.83, 0.12, 0.08, 0.12, 0.13]
}

***

no.,molar mass (g/mol)
1,161.17
2,121.14